# C3H4S2

A 2-piece molecular cluster, C3H4S2 overall (the ωB97M-V functional and the def2-TZVPD basis, the Open Molecules 2025 dataset).

Last column: Löwdin charge in e.
CARTESIAN COORDINATES (ANGSTROEM)
C  -2.304  -1.797  0.431  -0.088
C  -2.248  -0.529  0.131  -0.787
C  3.057  1.570  -0.611  -0.553
S  -1.969  0.972  -0.169  0.736
S  2.442  0.502  0.425  0.594
H  -2.786  -2.665  0.002  0.057
H  -2.154  -2.004  1.524  0.083
H  2.593  1.503  -1.590  -0.005
H  3.370  2.448  -0.143  -0.036

Output
SMILES = C=C=S.C=S
energy relative to the best compared isomer or geometry (same formula, charge and spin) = 254.08 kJ/mol
2S+1 = 1
Kohn-Sham gap = 8.14 eV
charge = 0

---

# C5H11O

A 2-piece molecular cluster, C5H11O overall (the ωB97M-V functional and the def2-TZVPD basis, the Open Molecules 2025 dataset).

Last column: Löwdin charge in e.
CARTESIAN COORDINATES (ANGSTROEM)
H  -0.648  -0.915  4.297  0.021
C  -3.604  -2.005  4.297  -0.012
C  -3.283  -3.353  4.297  -0.201
C  -4.177  -4.411  4.297  -0.340
C  -3.631  -5.793  4.297  -0.084
C  -5.661  -4.204  4.297  -0.069
H  -3.624  -1.428  5.227  0.063
H  -3.624  -1.428  3.367  0.063
H  -2.214  -3.626  4.297  0.115
H  -4.445  -6.524  4.297  0.068
H  -3.004  -5.972  3.410  0.085
H  -3.004  -5.972  5.184  0.085
H  -6.177  -5.172  4.297  0.068
H  -6.002  -3.650  5.185  0.086
H  -6.002  -3.650  3.408  0.086
O  0.306  -0.700  4.297  -0.087
H  0.332  0.288  4.297  0.054

Output
energy relative to the best compared isomer or geometry (same formula, charge and spin) = 92.17 kJ/mol
2S+1 = 2
Kohn-Sham gap (spin up / spin down) = 9.31 / 8.72 eV
charge = 0
<S²> = 0.753

---

# C25H26F2O

A 2-piece molecular cluster, C25H26F2O overall (the ωB97M-V functional and the def2-TZVPD basis, the Open Molecules 2025 dataset).

Last column: Löwdin charge in e.
CARTESIAN COORDINATES (ANGSTROEM)
C  4.341  -3.598  0.432  -0.053
C  4.849  -2.256  -0.136  -0.574
C  5.995  -1.690  0.733  -0.075
C  5.341  -2.488  -1.586  -0.052
C  3.695  -1.298  -0.155  -0.225
C  3.743  -0.075  0.513  -0.047
C  2.653  0.767  0.488  -0.012
C  1.381  0.389  -0.075  -0.360
O  0.286  1.054  0.193  -0.088
C  1.467  -0.787  -0.916  -0.052
C  2.565  -1.621  -0.932  -0.053
H  3.524  -3.967  -0.206  0.073
H  5.135  -4.363  0.488  0.085
H  3.935  -3.433  1.443  0.090
H  6.364  -0.736  0.312  0.085
H  5.634  -1.500  1.760  0.086
H  6.858  -2.378  0.811  0.086
H  5.667  -1.530  -2.030  0.092
H  6.179  -3.211  -1.627  0.086
H  4.507  -2.869  -2.197  0.070
H  4.662  0.251  1.032  0.106
H  2.685  1.732  0.958  0.098
H  0.620  -1.002  -1.576  0.100
H  2.562  -2.529  -1.563  0.113
C  -4.497  5.735  -2.202  -0.034
C  -3.650  4.583  -1.730  -0.195
C  -4.368  3.445  -1.319  -0.204
F  -5.741  3.532  -1.285  0.043
C  -3.767  2.229  -0.980  0.049
C  -2.335  2.161  -0.882  -0.165
C  -1.583  0.961  -0.448  0.047
C  -2.122  0.077  0.578  -0.157
C  -3.242  0.397  1.470  0.076
C  -3.860  -0.681  2.119  -0.188
F  -5.111  -0.500  2.691  0.032
C  -3.275  -1.981  2.193  -0.182
C  -4.002  -3.025  2.983  -0.037
C  -1.971  -2.138  1.665  -0.017
C  -1.453  -1.169  0.831  -0.002
C  -1.624  3.332  -1.277  -0.018
C  -2.242  4.506  -1.709  -0.016
H  -3.921  6.505  -2.704  0.079
H  -5.252  5.326  -2.875  0.085
H  -5.053  6.180  -1.375  0.089
H  -4.362  1.335  -0.776  0.126
H  -0.968  0.485  -1.274  0.148
H  -3.627  1.441  1.595  0.142
H  -3.357  -3.867  3.252  0.084
H  -4.387  -2.561  3.894  0.085
H  -4.878  -3.415  2.459  0.092
H  -1.367  -3.040  1.846  0.126
H  -0.469  -1.304  0.358  0.097
H  -0.542  3.255  -1.202  0.114
H  -1.620  5.335  -2.059  0.119

Output
energy relative to the best compared isomer or geometry (same formula, charge and spin) = 40.12 kJ/mol
2S+1 = 1
Kohn-Sham gap = 6.00 eV
charge = 0

---

# C4H5NO

One molecule with the formula C4H5NO (the ωB97M-V functional and the def2-TZVPD basis, the Open Molecules 2025 dataset).

Last column: Löwdin charge in e.
CARTESIAN COORDINATES (ANGSTROEM)
C  -1.520  0.268  -0.183  -0.087
C  -0.085  -0.165  -0.508  -0.180
C  0.807  -0.056  0.707  -0.402
O  0.421  0.013  1.847  0.125
C  2.264  -0.168  0.412  -0.112
N  3.387  -0.230  0.137  0.172
H  -1.813  -0.140  0.787  0.075
H  -2.230  -0.055  -0.949  0.076
H  -1.564  1.359  -0.106  0.083
H  0.356  0.390  -1.347  0.124
H  -0.021  -1.217  -0.795  0.128

Output
SMILES = CCC(=O)C#N
energy relative to the best compared isomer or geometry (same formula, charge and spin) = 70.98 kJ/mol
2S+1 = 1
Kohn-Sham gap = 10.94 eV
charge = 0

---

# C6H12N2

A 2-piece molecular cluster, C6H12N2 overall (the ωB97M-V functional and the def2-TZVPD basis, the Open Molecules 2025 dataset).

Last column: Löwdin charge in e.
CARTESIAN COORDINATES (ANGSTROEM)
C  -0.784  0.262  -3.159  -0.155
C  -0.876  -1.157  -2.512  -0.154
H  0.070  0.767  -2.720  0.050
H  -0.811  0.178  -4.242  0.054
H  -1.681  0.837  -2.953  0.051
H  -1.469  -1.214  -1.610  0.057
H  0.080  -1.363  -2.100  0.034
H  -1.017  -1.840  -3.342  0.057
C  0.503  1.920  0.897  -0.046
C  1.476  -0.079  2.195  -0.088
C  0.510  0.533  1.463  -0.351
C  -0.445  -1.072  2.545  -0.213
N  0.879  -1.119  2.857  0.039
N  -0.680  -0.129  1.692  0.085
H  2.547  0.048  2.143  0.114
H  1.308  -1.659  3.585  0.140
H  0.988  2.596  1.589  0.071
H  -0.502  2.205  0.604  0.071
H  -1.116  -1.673  3.141  0.116
H  1.021  1.959  -0.073  0.068

Output
SMILES = Cc1c[nH]cn1.CC
energy relative to the best compared isomer or geometry (same formula, charge and spin) = 69.28 kJ/mol
2S+1 = 1
Kohn-Sham gap = 9.50 eV
charge = 0

---

# C5H10O

One molecule with the formula C5H10O (the ωB97M-V functional and the def2-TZVPD basis, the Open Molecules 2025 dataset).

Last column: Löwdin charge in e.
CARTESIAN COORDINATES (ANGSTROEM)
C  2.556  0.065  0.038  -0.079
C  1.202  0.309  0.680  -0.274
O  0.205  0.355  -0.331  -0.113
C  -0.887  -0.476  -0.108  -0.371
C  -1.879  -0.102  0.955  -0.097
C  -2.211  0.075  -0.507  -0.093
H  3.348  0.052  0.794  0.074
H  2.782  0.849  -0.693  0.076
H  2.561  -0.896  -0.486  0.077
H  0.975  -0.480  1.411  0.121
H  1.190  1.265  1.223  0.119
H  -0.693  -1.537  -0.276  0.149
H  -2.371  -0.898  1.508  0.098
H  -1.668  0.796  1.528  0.105
H  -2.939  -0.588  -0.964  0.099
H  -2.197  1.088  -0.896  0.108

Output
SMILES = CCOC1CC1
energy relative to the best compared isomer or geometry (same formula, charge and spin) = 145.45 kJ/mol
2S+1 = 1
Kohn-Sham gap = 10.74 eV
charge = 0

---

# C3H6NO2S2

A 2-piece molecular cluster, C3H6NO2S2 overall (the ωB97M-V functional and the def2-TZVPD basis, the Open Molecules 2025 dataset).

Last column: Löwdin charge in e.
CARTESIAN COORDINATES (ANGSTROEM)
N  -0.695  -2.369  -0.649  0.153
C  -0.927  -1.008  -0.113  -0.352
C  -2.208  -0.215  0.250  -0.582
O  -2.672  -0.296  1.365  0.142
O  -2.724  0.559  -0.622  0.260
C  0.135  -0.088  -0.679  -0.555
S  0.955  1.177  0.308  0.428
S  2.925  0.746  0.018  0.137
H  2.448  -2.740  -0.114  0.034
H  -1.569  -2.864  -0.859  0.064
H  -0.690  -1.608  0.811  0.175
H  -0.246  0.369  -1.595  0.088
H  0.936  -0.704  -1.073  0.025
H  2.750  -2.123  0.112  -0.017

Output
energy relative to the best compared isomer or geometry (same formula, charge and spin) = 29.89 kJ/mol
2S+1 = 2
Kohn-Sham gap (spin up / spin down) = 5.37 / 7.41 eV
charge = 0
<S²> = 1.713

---

# C21H43O3Si4

An isolated ion of composition C21H43O3Si4 and charge +1 (the ωB97M-V functional and the def2-TZVPD basis, the Open Molecules 2025 dataset).

Last column: Löwdin charge in e.
CARTESIAN COORDINATES (ANGSTROEM)
C  -3.493  -3.364  -0.063  -0.037
O  -2.090  -3.375  0.232  -0.085
C  -1.419  -2.340  0.782  -0.247
C  -0.040  -2.573  1.055  0.015
C  0.691  -1.611  1.695  -0.049
C  0.148  -0.371  2.041  -0.196
C  0.999  0.490  2.912  -0.207
O  0.176  1.361  3.543  -0.146
C  0.048  1.769  4.914  -0.013
C  -1.130  -0.047  1.550  -0.006
C  -1.921  -1.024  0.949  0.003
H  -3.648  -4.364  -0.433  0.094
H  -4.037  -3.193  0.873  0.103
H  -3.717  -2.608  -0.796  0.086
H  0.481  -3.433  0.686  0.117
H  1.716  -1.772  1.993  0.112
H  1.664  -0.163  3.562  0.152
H  -0.741  1.155  5.395  0.110
H  1.042  1.827  5.384  0.090
H  -0.329  2.764  4.866  0.078
H  -1.557  0.960  1.641  0.126
H  -2.897  -0.773  0.521  0.115
C  8.092  5.981  3.859  -0.179
Si  7.228  4.513  3.001  0.417
C  7.170  4.846  1.152  -0.226
C  8.345  2.962  3.156  -0.218
Si  5.027  4.173  3.954  0.616
Si  5.460  3.832  6.270  0.404
C  7.308  3.791  6.704  -0.197
C  4.566  5.175  7.258  -0.205
C  4.737  2.183  6.734  -0.224
Si  4.079  6.342  3.607  0.398
C  5.042  7.672  4.564  -0.182
C  4.089  6.640  1.778  -0.214
C  2.341  6.159  4.226  -0.215
O  3.540  3.018  3.404  -0.169
C  3.624  1.799  2.941  -0.322
C  4.873  0.964  3.176  -0.001
C  2.513  1.298  2.125  0.018
H  9.169  5.912  3.630  0.052
H  7.718  6.931  3.452  0.020
H  7.969  6.006  4.949  0.014
H  8.146  4.632  0.688  0.040
H  6.433  4.228  0.624  0.030
H  6.929  5.891  0.922  0.020
H  9.228  3.123  2.507  0.039
H  8.718  2.794  4.181  0.013
H  7.857  2.028  2.823  0.014
H  7.401  3.357  7.714  0.047
H  7.913  3.166  6.038  0.008
H  7.753  4.796  6.723  0.024
H  4.470  4.806  8.293  0.040
H  5.134  6.114  7.288  0.023
H  3.553  5.412  6.903  0.020
H  4.470  2.291  7.789  0.037
H  3.827  1.916  6.189  0.013
H  5.441  1.352  6.644  0.036
H  4.351  8.530  4.673  0.049
H  5.396  7.391  5.566  0.016
H  5.915  8.003  3.991  0.016
H  3.263  7.319  1.546  0.039
H  5.007  7.106  1.423  0.025
H  3.951  5.752  1.159  0.035
H  1.775  6.934  3.716  0.034
H  1.861  5.196  4.011  0.028
H  2.256  6.317  5.295  0.020
H  4.610  -0.100  3.199  0.101
H  5.712  1.189  2.514  0.091
H  5.452  1.041  4.112  0.083
H  2.872  0.414  1.599  0.095
H  1.997  2.103  1.453  0.165

Output
2S+1 = 1
Kohn-Sham gap = 6.75 eV
charge = +1

---

E readings, ordered: -24843.00789; -7408.11864; -33826.40869; -7765.79077; -9396.13177; -7393.25787; -30457.39657; -60121.17154 eV